{"formula": "C6H12N2", "method": "ωB97M-V with the def2-TZVPD basis set", "gap_ev": 9.5, "e_above_lowest_kcal_mol": 9.76, "total_energy_ha": -345.312305, "lumo_energy_ev": 0.879, "smiles": "Cc1c[nH]cn1.CC", "species": ["C", "C", "H", "H", "H", "H", "H", "H", "C", "C", "C", "C", "N", "N", "H", "H", "H", "H", "H", "H"], "positions_angstrom": [[1.1357, -0.4377, 2.0836], [2.4651, -1.1410, 1.8091], [0.9576, -0.2362, 3.1403], [1.1392, 0.5624, 1.6574], [0.2912, -0.9708, 1.6533], [3.3327, -0.5739, 2.1284], [2.4516, -2.0507, 2.4123], [2.6046, -1.4311, 0.7719], [-2.6024, -0.3065, -2.3621], [-1.4614, 0.3110, -1.5561], [-1.4916, 1.2942, -0.6146], [0.5848, 0.6568, -1.0942], [-0.2090, -0.0959, -1.8397], [-0.1431, 1.4879, -0.2872], [-2.8754, -1.2494, -1.8848], [-2.2669, -0.5353, -3.3639], [-2.2244, 1.7202, 0.0459], [1.6345, 0.5007, -0.9073], [0.1580, 2.1858, 0.3584], [-3.4805, 0.3095, -2.1506]], "mulliken_charge": [-0.589, -0.952, 0.374, 0.046, 0.253, 0.283, 0.306, 0.310, -1.048, 0.732, -0.591, -0.383, -0.565, -0.054, 0.254, 0.326, 0.336, 0.446, 0.228, 0.288]}